No. 1
The following is a quantum chemistry calculation of a cluster of 2 separate species, C3H6O5 in total in a non-equilibrium geometry, from the Open Molecules 2025 dataset.

The geometry in XYZ format:
```
14
Properties=species:S:1:pos:R:3
O -2.511 4.171 1.911
H -1.801 3.839 2.506
H -3.244 3.524 2.015
O 0.000 0.000 0.000
O -3.717 -2.635 0.664
O -1.715 -0.020 1.618
O -2.483 -1.954 2.519
C -0.766 0.611 0.785
C -3.484 -2.665 1.881
C -1.558 -1.390 1.708
H -0.779 1.699 0.993
H -3.965 -3.385 2.573
H -1.651 -1.909 0.735
H -0.530 -1.559 2.082
```

Output
Molar mass: 122.08 g mol⁻¹
2S+1: 1
LUMO: 0.50 eV
SMILES: O=COCOC=O.O
Energy: -13444.684 eV

Mulliken population analysis, charges in e, atoms 1 to 4: -0.65, 0.31, 0.33, -0.49

=====

No. 2
The following is a quantum chemistry calculation of an isolated molecule of C4H5NO2 in a non-equilibrium geometry, from the Open Molecules 2025 dataset.

The geometry in XYZ format:
```
12
Properties=species:S:1:pos:R:3
C 1.215 -0.849 -0.274
C 0.002 -0.795 0.819
C 0.859 0.319 -1.067
C -0.433 1.050 -0.504
N -1.001 0.078 0.458
O -0.403 0.249 1.765
O -0.276 -2.070 1.285
H 1.723 0.902 -1.342
H 0.563 -0.001 -2.081
H -0.324 1.929 0.195
H -1.095 1.230 -1.319
H -0.830 -2.042 2.064
```

Output
Molar mass: 99.09 g mol⁻¹
2S+1: 1
LUMO: -1.10 eV
Energy: -9807.187 eV

Mulliken population analysis, charges in e, atoms 1 to 4: -0.53, 0.88, -0.30, -0.46

=====

No. 3
The following is a quantum chemistry calculation of a cluster of 2 separate species, C2H7OS in total in a non-equilibrium geometry, from the Open Molecules 2025 dataset.

The geometry in XYZ format:
```
11
Properties=species:S:1:pos:R:3
C 0.939 1.733 -0.295
S 1.806 0.042 -0.563
H -0.061 1.395 -0.007
H 0.994 2.177 -1.316
H 1.606 2.293 0.374
H 0.533 -0.811 0.687
C -1.205 -1.385 0.147
O -0.238 -1.166 1.183
H -0.713 -1.679 -0.767
H -1.775 -0.430 0.039
H -1.885 -2.169 0.518
```

Output
Molar mass: 79.14 g mol⁻¹
2S+1: 1
LUMO: 4.28 eV
Net charge: -1
Energy: -15070.429 eV

Mulliken population analysis, charges in e, atoms 1 to 4: -0.50, -0.70, 0.11, 0.15

=====

No. 4
The following is a quantum chemistry calculation of a cluster of 2 separate species, C5H15NSi in total in a non-equilibrium geometry, from the Open Molecules 2025 dataset.

The geometry in XYZ format:
```
22
Properties=species:S:1:pos:R:3
C 1.636 0.736 -1.710
C 1.694 0.597 0.815
C -1.682 1.318 0.884
C -1.462 -2.995 0.396
C 1.633 1.556 -0.399
N -1.777 -0.133 0.806
Si -1.842 -1.316 -0.301
H 0.540 0.914 -1.926
H 2.328 1.198 -2.552
H 1.859 -0.362 -1.642
H 2.751 0.185 0.888
H 0.879 -0.083 0.709
H 1.505 1.025 1.831
H -1.776 1.895 -0.036
H -2.457 1.608 1.508
H -0.782 1.466 1.443
H -0.709 -3.073 1.130
H -2.330 -3.535 0.859
H -1.184 -3.617 -0.457
H 2.426 2.301 -0.149
H 0.723 2.151 -0.374
H -1.974 -1.837 -1.724
```

Output
Molar mass: 117.27 g mol⁻¹
2S+1: 1
LUMO: 0.44 eV
SMILES: C/N=[SiH]/C.CCC
Energy: -14793.289 eV

Mulliken population analysis, charges in e, atoms 1 to 4: -0.80, -1.03, -0.64, -1.00

=====

No. 5
The following is a quantum chemistry calculation of an isolated molecule of CH3NO in a non-equilibrium geometry, from the Open Molecules 2025 dataset.

The geometry in XYZ format:
```
6
Properties=species:S:1:pos:R:3
C -0.317 -0.157 0.543
H 0.287 0.942 -0.932
H 1.011 -0.359 -1.040
H -0.283 -1.264 0.771
N 0.153 0.122 -0.564
O -0.850 0.716 1.221
```

Output
Molar mass: 45.04 g mol⁻¹
2S+1: 1
LUMO: 0.82 eV
SMILES: NC=O
Energy: -4622.154 eV

Mulliken population analysis, charges in e, atoms 1 to 4: 0.15, 0.22, 0.26, 0.26

=====

No. 6
The following is a quantum chemistry calculation of a structure of composition C23H44EuN3O2P2 in a non-equilibrium geometry, from the Open Molecules 2025 dataset.

The geometry in XYZ format:
```
75
Properties=species:S:1:pos:R:3
Eu 0.000 0.000 0.000
P 0.212 -2.227 -0.322
P 0.212 2.250 -0.041
N 1.884 0.055 -0.881
C 1.856 -2.361 -1.181
H 2.363 -3.324 -0.993
H 1.662 -2.274 -2.266
C 2.673 -1.153 -0.718
H 3.015 -1.322 0.338
H 3.605 -1.088 -1.324
C 2.673 1.233 -0.568
H 3.605 1.245 -1.178
H 3.015 1.269 0.500
C 1.856 2.491 -0.877
H 1.662 2.540 -1.963
H 2.363 3.422 -0.569
C 0.423 3.098 1.621
C -0.704 2.758 2.610
H -0.426 3.104 3.621
H -0.893 1.675 2.660
H -1.649 3.255 2.333
C -1.000 3.216 -1.109
C -2.392 3.311 -0.461
H -3.131 3.661 -1.205
H -2.392 4.039 0.369
H -2.733 2.341 -0.067
C -1.000 -3.052 -1.503
C -2.392 -3.228 -0.872
H -3.131 -3.481 -1.654
H -2.733 -2.314 -0.359
H -2.392 -4.053 -0.139
C 0.423 -3.276 1.220
C -0.704 -3.062 2.244
H -0.426 -3.533 3.205
H -1.649 -3.521 1.908
H -0.893 -1.994 2.429
C -1.658 -0.041 0.649
C -0.517 4.581 -1.627
H -0.479 5.334 -0.823
H 0.483 4.522 -2.089
H -1.219 4.953 -2.396
C -0.517 -4.342 -2.187
H -1.219 -4.614 -2.996
H 0.483 -4.226 -2.638
H -0.479 -5.189 -1.483
C 0.689 -4.771 0.982
H 1.030 -5.242 1.922
H -0.229 -5.294 0.666
H 1.466 -4.947 0.220
C 0.689 4.610 1.571
H -0.229 5.169 1.323
H 1.030 4.960 2.563
H 1.466 4.880 0.836
H 1.343 2.595 1.981
H 1.343 -2.823 1.641
H -1.080 2.537 -1.981
H -1.080 -2.269 -2.283
O -2.730 -0.071 1.138
H -0.369 -0.105 -3.083
H -1.080 0.094 -2.767
N 1.771 -0.378 7.525
C 2.559 -0.339 6.420
O 3.772 -0.349 6.571
C 2.000 -0.280 5.031
C 0.633 -0.276 4.762
C 0.174 -0.211 3.446
N 1.009 -0.145 2.348
C 2.357 -0.158 2.630
C 2.860 -0.223 3.935
H 2.201 -0.415 8.462
H 0.746 -0.369 7.480
H -0.108 -0.319 5.545
H -0.901 -0.210 3.343
H 3.115 -0.117 1.904
H 3.934 -0.225 4.077
```

Output
Expectation value of S²: 15.84
Molar mass: 608.54 g mol⁻¹
2S+1: 8
LUMO (spin up / spin down): -3.63 / -3.64 eV
Net charge: +1
Energy: -71018.989 eV

Mulliken population analysis, charges in e, atoms 1 to 4: -0.14, 1.17, 1.20, 0.03

=====

No. 7
The following is a quantum chemistry calculation of an isolated molecule of C4H7FO in a non-equilibrium geometry, from the Open Molecules 2025 dataset.

The geometry in XYZ format:
```
13
Properties=species:S:1:pos:R:3
C 0.253 0.603 -1.279
C 0.697 -0.444 -0.212
C -0.707 -0.757 0.407
C -1.112 -0.397 1.594
H 1.150 1.200 -1.446
H -0.568 1.214 -0.996
H -0.058 0.262 -2.249
H 1.067 -1.310 -0.704
H 1.568 1.035 0.745
H -2.129 -0.525 1.846
H -0.423 0.233 2.272
O 1.724 0.127 0.619
F -1.463 -1.240 -0.597
```

Output
Molar mass: 90.10 g mol⁻¹
2S+1: 1
LUMO: 0.93 eV
SMILES: C=C(F)[C@@H](C)O
Energy: -9024.953 eV

Mulliken population analysis, charges in e, atoms 1 to 4: -1.34, 0.26, 0.27, -0.72

=====

No. 8
The following is a quantum chemistry calculation of a cluster of 2 separate species, C3H8N3O in total in a non-equilibrium geometry, from the Open Molecules 2025 dataset.

The geometry in XYZ format:
```
15
Properties=species:S:1:pos:R:3
C 1.805 -0.324 -0.100
C 2.047 1.122 -0.137
C -1.471 0.927 -0.236
N 1.014 -1.287 -0.271
N -1.402 -0.338 -0.092
N -2.238 -1.158 0.438
O 3.042 0.030 -0.127
H 1.999 1.712 0.839
H 2.051 1.792 -0.901
H -2.406 1.355 -0.070
H -0.810 1.571 -0.708
H 1.465 -2.203 -0.138
H -2.955 -0.604 0.916
H -0.402 -0.664 -0.330
H -1.738 -1.932 0.917
```

Output
Molar mass: 102.12 g mol⁻¹
2S+1: 1
LUMO: -4.05 eV
Net charge: +1
Energy: -9747.954 eV

Mulliken population analysis, charges in e, atoms 1 to 4: 0.63, -0.53, -0.25, -0.61

=====

- 2S+1 of number 3 (C2H7OS)?
  1

=====

- Number 1 is which compound?
  C3H6O5